# 1
2 unconnected molecules or ions with the total composition C5H14NO2 at a distorted geometry, computed with the ωB97M-V functional and the def2-TZVPD basis.

E_LUMO (Ha): 0.135
ΔE to the lowest compared entry with this formula, charge and spin (eV): 1.320
Orbital gap (hartree): 0.272
Highest occupied orbital energy (Eh): -0.1373
Total charge: -1
Energy (a.u.): -404.10605

Each line ends with the natural charge from an NBO analysis.
Atoms and positions in Å:
C (-0.056, 0.513, -0.094)  -0.268
N (-0.196, -0.836, 0.534)  -0.708
C (0.727, -1.743, -0.242)  0.110
O (2.023, -1.306, -0.256)  -0.891
C (-1.213, 0.652, -1.176)  -0.430
C (-2.348, 1.379, -0.579)  -0.376
C (-1.988, 2.920, -0.629)  -0.621
H (0.031, 1.261, 0.672)  0.180
H (0.957, 0.459, -0.666)  0.223
H (-0.004, -0.785, 1.533)  0.367
H (0.652, -2.762, 0.281)  0.110
H (0.308, -1.781, -1.265)  0.116
H (-1.537, -0.449, -1.427)  0.220
H (-0.713, 1.152, -2.065)  0.189
H (-3.281, 1.156, -1.396)  0.156
H (-2.673, 1.007, 0.404)  0.214
H (-0.917, 2.991, -0.292)  0.205
H (-2.654, 3.452, 0.021)  0.196
H (-1.877, 3.323, -1.596)  0.199
H (2.750, -2.352, 2.279)  0.429
H (2.374, -1.273, 1.032)  0.491
O (2.629, -1.428, 2.140)  -1.110

---

# 2
A molecular structure, C31H48Cl2N3O3P3Pt at a distorted geometry, computed with the ωB97M-V functional and the def2-TZVPD basis.

E_LUMO (Ha): -0.232
ΔE to the lowest compared entry with this formula, charge and spin (eV): 0.935
Orbital gap (hartree): 0.233
Highest occupied orbital energy (Eh): -0.4646
Total charge: +2
Energy (a.u.): -3663.34485

Each line ends with the Mulliken charge.
Atoms and positions in Å:
Pt (-0.392, 0.180, 1.723)  1.608
C (-1.703, 3.072, 2.661)  -1.250
P (-2.177, 1.367, 2.330)  0.784
C (-3.623, 1.479, 1.253)  -1.352
C (-2.815, 0.677, 3.898)  -1.042
C (-2.976, -0.819, 3.645)  -0.662
P (-1.409, -1.405, 2.921)  0.546
C (-0.262, -1.706, 4.286)  -1.356
C (-1.752, -3.028, 2.220)  -1.081
H (-2.547, 3.595, 3.116)  0.543
H (-1.433, 3.577, 1.736)  0.312
H (-0.854, 3.099, 3.344)  0.358
H (-4.396, 2.057, 1.761)  0.585
H (-4.018, 0.494, 1.009)  0.373
H (-3.344, 1.981, 0.326)  0.265
H (-3.761, 1.156, 4.157)  0.596
H (-2.100, 0.889, 4.695)  0.360
H (-3.752, -0.975, 2.890)  0.380
H (-3.255, -1.404, 4.522)  0.593
H (-0.756, -2.272, 5.078)  0.487
H (0.114, -0.767, 4.688)  0.379
H (0.586, -2.282, 3.911)  0.361
H (-2.122, -3.681, 3.014)  0.584
H (-0.842, -3.462, 1.806)  0.329
H (-2.516, -2.958, 1.446)  0.127
Cl (3.628, 3.449, -4.652)  -0.181
C (2.638, 2.314, -3.827)  -0.130
C (3.093, 1.016, -3.637)  -0.668
C (2.316, 0.091, -2.958)  1.398
Cl (2.838, -1.545, -2.866)  -0.133
C (1.092, 0.471, -2.426)  -0.886
O (0.396, -0.473, -1.694)  0.312
C (0.612, 1.758, -2.671)  1.229
C (-0.689, 2.141, -2.181)  -0.787
O (-1.472, 1.333, -1.684)  -0.656
C (1.392, 2.684, -3.364)  -0.726
H (4.052, 0.712, -4.035)  0.521
H (-0.981, 3.196, -2.260)  0.446
H (1.021, 3.686, -3.535)  0.566
C (-3.055, -3.341, -1.771)  -0.917
N (-1.770, -3.557, -2.415)  0.231
C (-1.877, -3.261, -3.843)  -0.795
N (-2.407, -1.922, -4.123)  0.122
C (-3.671, -1.740, -3.415)  -0.885
N (-3.550, -1.975, -1.971)  0.212
C (-2.835, -0.936, -1.259)  -0.006
P (-1.129, -0.924, -1.997)  1.804
C (-0.768, -2.715, -1.772)  -1.030
C (-1.485, -0.846, -3.784)  -1.350
H (-2.968, -3.547, -0.703)  0.298
H (-3.789, -4.027, -2.192)  0.309
H (-2.550, -3.989, -4.296)  0.317
H (-0.897, -3.363, -4.308)  0.398
H (-4.393, -2.456, -3.804)  0.360
H (-4.053, -0.734, -3.593)  0.390
H (-2.776, -1.143, -0.189)  -0.647
H (-3.313, 0.028, -1.412)  0.403
H (-0.756, -2.939, -0.700)  -0.056
H (0.229, -2.920, -2.163)  0.462
H (-0.549, -0.924, -4.344)  0.349
H (-1.950, 0.107, -4.042)  0.382
C (3.318, -1.507, 2.637)  -1.434
C (3.181, -1.599, 1.113)  -0.205
C (1.927, -2.378, 0.712)  -0.483
C (3.369, -0.237, 0.457)  1.004
C (4.498, -0.032, -0.332)  -0.798
C (4.827, 1.220, -0.819)  -1.508
C (4.051, 2.310, -0.455)  -0.681
C (2.924, 2.169, 0.347)  0.627
C (2.242, 3.421, 0.874)  -0.120
C (2.157, 3.465, 2.402)  -1.315
C (0.887, 3.685, 0.220)  -0.609
C (2.552, 0.870, 0.734)  0.430
O (1.458, 0.697, 1.524)  -1.246
H (3.266, -2.502, 3.083)  0.469
H (2.533, -0.884, 3.068)  0.090
H (4.276, -1.067, 2.913)  0.382
H (4.022, -2.202, 0.759)  0.697
H (1.004, -1.857, 0.992)  -0.835
H (1.925, -3.350, 1.212)  0.642
H (1.887, -2.547, -0.363)  0.248
H (5.144, -0.876, -0.545)  0.444
H (5.714, 1.358, -1.423)  0.464
H (4.352, 3.306, -0.760)  0.546
H (2.890, 4.252, 0.584)  0.702
H (1.536, 2.663, 2.800)  -0.075
H (1.748, 4.425, 2.724)  0.468
H (3.148, 3.361, 2.844)  0.372
H (0.194, 2.857, 0.405)  -0.520
H (1.005, 3.800, -0.857)  0.016
H (0.444, 4.607, 0.603)  0.749